ORCA calculation (wB97M-V/def2-TZVPD) on 3 unconnected molecules or ions with the total composition C3H11NO4 in a non-equilibrium geometry.

As for the total charge: 0. The calculation puts the energy at -12968.642 eV. The HOMO-LUMO gap is 9.51 eV. As for the SMILES: N[C@H](C=O)CO.O.O.

XYZ file:
```
19
Properties=species:S:1:pos:R:3:forces:R:3:nbo_charge:R:1
O 0.422 -2.284 1.117 -0.015 -0.039 -0.070 -0.515
C 0.853 -1.449 0.364 0.078 0.048 -0.013 0.436
C 0.596 0.032 0.554 -1.782 0.550 0.393 -0.185
C -0.441 0.188 1.718 1.964 -0.361 0.072 -0.080
O -0.577 1.556 2.063 0.369 -0.305 0.124 -0.719
N 0.129 0.696 -0.654 0.312 -0.588 -0.781 -0.864
H 1.488 -1.742 -0.480 0.129 0.037 -0.336 0.125
H 1.538 0.516 0.803 0.176 -0.076 0.382 0.222
H -1.389 -0.303 1.480 0.094 0.102 -0.093 0.175
H 0.039 -0.349 2.546 -0.570 0.215 0.181 0.188
H -1.435 1.837 1.783 -0.684 0.399 -0.175 0.466
H 0.217 1.702 -0.621 0.036 -0.071 0.245 0.374
H -0.831 0.453 -0.870 -0.042 -0.020 -0.091 0.378
H 2.919 0.982 -2.641 0.176 0.509 -0.057 0.463
H 1.797 0.020 -2.299 0.658 0.091 -0.120 0.485
O 2.735 0.050 -2.593 -0.934 -0.537 0.289 -0.954
H -3.867 -0.119 -1.475 0.592 1.152 0.128 0.491
H -3.131 1.330 -1.303 -0.769 -0.019 0.243 0.479
O -3.085 0.443 -1.656 0.212 -1.087 -0.321 -0.967
```
Positions in Å, forces in eV/Å.

ORCA calculation (wB97M-V/def2-TZVPD) on C4H4BrClN2 in the gas phase in a non-equilibrium geometry.

As for the total charge: 0. The calculation puts the energy at -89753.892 eV. The HOMO-LUMO gap is 7.90 eV.

XYZ file:
```
12
Properties=species:S:1:pos:R:3:forces:R:3:nbo_charge:R:1
C 1.137 -1.183 -0.748 -0.114 -0.537 -0.106 -0.226
C 1.034 0.045 -1.336 1.749 0.848 -3.428 0.036
C -0.176 -0.395 0.906 2.493 -0.875 -1.595 0.470
C -1.246 0.200 1.605 0.093 -2.622 0.263 -0.490
N 0.425 -1.312 0.366 -0.860 1.448 1.503 -0.296
N 0.378 0.978 -0.786 -1.800 -0.792 2.893 -0.631
Cl -2.727 -0.459 0.873 -1.100 -0.168 0.525 -0.033
Br 0.140 2.641 -1.404 0.109 0.786 -0.588 0.235
H 1.766 -1.921 -1.127 0.591 -1.276 -0.310 0.211
H 1.531 0.196 -2.332 -0.249 -0.099 0.976 0.192
H -1.216 1.170 1.317 -0.011 3.262 -0.265 0.271
H -1.046 0.040 2.665 -0.902 0.025 0.131 0.262
```
Positions in Å, forces in eV/Å.

ORCA calculation (wB97M-V/def2-TZVPD) on a molecular structure, C41H35ClHfN2Si2 in a non-equilibrium geometry.

As for the total charge: +2. The calculation puts the energy at -75636.113 eV. The HOMO-LUMO gap is 4.90 eV.

XYZ file:
```
82
Properties=species:S:1:pos:R:3:forces:R:3:lowdin_charge:R:1
C -2.482 0.725 3.326 0.042 0.834 -0.083 -0.143
C -1.071 0.809 3.110 -0.505 1.265 -0.100 -0.158
C -0.861 1.580 1.922 -0.202 0.625 0.750 -0.178
H -0.305 0.517 3.823 -0.087 -0.187 -0.325 0.131
C -2.139 1.915 1.367 -0.090 0.666 1.077 -0.177
C -3.140 1.395 2.250 0.460 0.947 0.928 -0.168
H -4.208 1.609 2.199 0.414 -0.324 -0.126 0.134
H -2.973 0.332 4.218 0.181 -0.151 -0.488 0.139
H 0.087 1.994 1.591 -0.237 -0.406 -0.201 0.109
H -2.315 2.613 0.550 0.110 -0.478 0.070 0.120
Hf -1.971 -0.406 1.222 0.467 -2.265 -1.905 1.341
Si 0.722 -0.565 -0.901 1.748 1.240 -1.400 0.448
C 2.028 -0.892 0.397 -0.088 -0.146 0.205 -0.342
C 2.677 -2.121 0.210 0.213 0.286 -0.251 -0.121
H 2.294 -2.802 -0.553 0.290 0.128 0.106 0.105
C 3.825 -2.432 0.921 0.158 -0.113 0.495 -0.062
H 4.361 -3.362 0.706 -0.187 0.361 0.171 0.119
C 4.285 -1.556 1.915 -0.222 0.411 -0.238 -0.060
H 5.197 -1.786 2.465 -0.224 0.046 -0.132 0.112
C 3.589 -0.363 2.189 -0.212 -0.391 -0.162 -0.069
H 3.952 0.322 2.963 -0.182 -0.333 -0.265 0.111
C 2.436 -0.052 1.450 0.298 -0.128 -0.122 -0.111
H 1.861 0.854 1.683 0.461 -0.257 -0.197 0.080
C 0.559 1.464 -1.360 -1.517 0.835 2.559 -0.386
C 1.440 2.474 -0.855 -0.265 -0.765 -0.683 -0.108
H 2.403 2.186 -0.414 -0.359 0.125 -0.182 0.093
C 1.119 3.827 -0.975 -0.175 0.136 -0.194 -0.036
H 1.866 4.567 -0.709 -0.127 0.033 0.083 0.119
C -0.133 4.224 -1.448 0.906 -0.099 0.121 -0.039
H -0.349 5.281 -1.564 -0.049 -0.111 0.070 0.121
C -1.078 3.264 -1.790 -0.426 -0.560 -0.307 -0.090
H -2.061 3.594 -2.145 0.293 -0.206 0.234 0.123
C -0.769 1.909 -1.738 1.106 -0.080 -0.072 -0.126
H -1.545 1.166 -1.972 0.373 0.272 -0.134 0.095
H -0.326 -0.141 0.176 -1.193 0.091 1.126 -0.118
Si 2.010 0.432 -2.608 1.131 -2.796 -1.239 0.857
C 1.924 1.525 -4.077 -0.359 0.143 -0.620 -0.302
C 3.060 2.255 -4.474 -0.258 0.348 0.358 -0.074
H 4.055 1.858 -4.264 -0.250 0.284 0.155 0.108
C 2.899 3.507 -5.076 0.007 -0.097 -0.302 -0.061
H 3.781 4.112 -5.316 -0.423 -0.283 0.032 0.117
C 1.613 3.984 -5.357 0.065 -0.017 0.058 -0.064
H 1.477 4.982 -5.787 0.097 -0.426 0.204 0.115
C 0.495 3.175 -5.121 -0.149 -0.380 -0.274 -0.074
H -0.514 3.521 -5.367 0.441 -0.070 -0.103 0.113
C 0.654 1.910 -4.555 0.617 0.815 0.355 -0.107
H -0.187 1.245 -4.392 -0.105 0.255 0.097 0.103
C 3.825 -0.114 -2.330 0.287 0.848 0.731 -0.313
C 4.660 0.614 -1.467 0.395 -0.355 -0.172 -0.115
H 4.281 1.516 -0.983 0.270 -0.145 -0.115 0.086
C 5.976 0.205 -1.220 -0.021 -0.025 -0.109 -0.073
H 6.611 0.803 -0.568 -0.136 -0.144 -0.130 0.109
C 6.491 -0.943 -1.834 -0.203 0.306 0.170 -0.072
H 7.540 -1.229 -1.679 -0.599 0.083 -0.059 0.116
C 5.650 -1.704 -2.647 -0.111 -0.168 -0.289 -0.077
H 6.036 -2.614 -3.120 -0.208 0.379 0.193 0.114
C 4.329 -1.311 -2.890 -0.295 0.468 0.221 -0.094
H 3.672 -1.922 -3.513 0.295 0.083 0.082 0.108
H 0.153 -1.830 -1.383 -0.129 0.243 0.063 -0.057
Cl -2.211 -1.627 -0.867 -0.787 -0.009 0.179 0.102
C -6.326 -0.817 0.157 -0.117 -0.079 0.105 0.005
C -5.010 -0.379 0.228 0.482 -0.646 1.060 -0.112
N -4.167 -0.879 1.155 0.015 -0.589 -1.393 -0.100
C -4.485 -1.984 1.878 -0.444 0.791 0.002 -0.134
C -5.826 -2.430 1.892 0.999 0.051 0.390 -0.119
C -6.747 -1.819 1.018 0.064 0.129 -0.007 0.056
C -6.143 -3.403 2.890 0.094 -0.892 0.826 0.021
C -5.208 -3.901 3.771 -0.991 -0.029 -0.297 0.018
C -3.832 -3.504 3.733 0.012 0.548 -0.759 -0.121
C -2.854 -3.912 4.663 -0.110 0.098 -0.394 0.058
C -1.571 -3.411 4.577 0.043 -0.107 0.100 -0.003
C -1.234 -2.525 3.562 -1.172 0.435 -0.988 -0.057
N -2.167 -2.106 2.659 0.259 -0.495 0.766 -0.030
C -3.460 -2.578 2.733 0.323 0.365 0.604 -0.116
H -6.990 -0.321 -0.541 -0.064 -0.269 0.047 0.129
H -4.592 0.350 -0.467 -0.262 0.021 0.358 0.123
H -7.787 -2.139 1.034 0.195 0.050 -0.034 0.141
H -7.182 -3.725 2.967 0.282 -0.030 0.035 0.134
H -5.500 -4.614 4.549 -0.026 0.279 -0.378 0.136
H -3.135 -4.615 5.437 0.079 0.051 0.062 0.140
H -0.814 -3.672 5.301 -0.002 -0.139 0.000 0.128
H -0.224 -2.110 3.467 -0.408 -0.184 -0.019 0.132
```
Positions in Å, forces in eV/Å.

no.,HOMO (eV)
1,-9.37
2,-7.81
3,-11.59